## i
20
Properties=species:S:1:pos:R:3 method="wB97M-V/def2-TZVPD" gap_ha="0.2797 / 0.2796" spin_multiplicity=1 e_lumo_ev="0.129 / 0.128" e_homo_ha="-0.275 / -0.275"
C 2.47981 0.08922 0.23997
C 3.08680 1.24767 -0.39306
C -1.65466 -0.55621 -1.16712
C -2.87274 -0.47422 0.97556
C -2.04539 0.20989 -0.00068
N 1.18336 -0.00425 0.23387
N 0.33221 -0.89455 0.66316
S -1.21740 1.61423 0.28907
H 3.08148 -0.69215 0.71849
H 3.52141 0.98010 -1.43671
H 3.99783 1.58850 0.20943
H 2.41421 1.95340 -0.57301
H -0.99244 -0.00026 -1.80550
H -0.88360 -1.25206 -0.78361
H -2.57679 -0.79401 -1.72529
H -2.46454 -1.39285 1.26902
H -3.86486 -0.70158 0.48089
H -3.07749 -0.03808 1.99289
H 0.85998 -1.77984 0.75880
H 0.69283 0.89708 0.05386

---

## ii
20
Properties=species:S:1:pos:R:3 method="wB97M-V/def2-TZVPD" gap_ha=0.3621 spin_multiplicity=1 e_lumo_ev=0.777 e_homo_ha=-0.334
C 1.11049 2.16872 -0.25631
N -0.14075 1.39990 -0.29926
C -0.24928 0.29248 0.20741
N 0.78591 -0.52464 0.77130
S 2.20095 -0.91883 -0.14431
C -1.63720 -0.42818 0.36581
C -2.78456 0.58420 0.19486
C -1.70623 -1.53192 -0.69396
H 1.66956 2.16439 -1.19156
H 0.87071 3.20230 -0.04177
H 1.80632 1.82734 0.58007
H 0.45071 -1.33608 1.29628
H 3.02040 -0.11759 0.54633
H -1.71091 -0.82311 1.38345
H -2.71690 1.26967 1.02059
H -3.76440 0.07154 0.22334
H -2.67181 1.14815 -0.71754
H -1.47770 -1.03336 -1.64603
H -2.66757 -2.04772 -0.81474
H -0.93898 -2.26286 -0.54073

---

Short version: ii, i, most stable first.

---

## i
14
Properties=species:S:1:pos:R:3 method="wB97M-V/def2-TZVPD" gap_ha=0.3133 spin_multiplicity=1 e_lumo_ev=0.548 smiles="CN/N=C/NN" e_homo_ha=-0.293
C 2.34924 0.84234 -0.01207
N 1.82696 -0.64554 0.00514
N 0.43190 -0.68772 0.44697
C -0.47599 -0.06227 -0.43814
N -1.80209 -0.32278 -0.61077
N -2.36402 0.56785 0.51475
H 1.64926 1.54262 -0.83903
H 2.08310 1.16330 1.08380
H 3.40400 0.93265 -0.26405
H 2.59357 -1.34891 0.29102
H -0.14797 0.91025 -1.21509
H -1.89446 -1.24929 -0.31690
H -3.36654 0.93995 -0.04425
H -2.20972 0.04638 1.51311

---

## ii
14
Properties=species:S:1:pos:R:3 method="wB97M-V/def2-TZVPD" gap_ha=0.3403 spin_multiplicity=1 e_lumo_ev=0.943 smiles="C/C(=N/N)NN" e_homo_ha=-0.306
C 1.68702 -1.19632 -0.58169
C 0.58003 -0.20680 -0.23163
N 0.79723 0.88507 0.40569
N -0.30130 1.78821 0.72261
N -0.77927 -0.59967 -0.59690
N -1.84007 -0.54550 0.30483
H 1.56259 -1.67286 -1.67968
H 1.62478 -1.99603 0.21296
H 2.74983 -0.65439 -0.63482
H 0.45560 2.63472 0.68673
H -0.69914 1.84956 -0.19343
H -0.88422 -1.51190 -1.12623
H -1.81968 0.49022 0.69621
H -1.72816 -1.41737 1.06464

---

Short version: ii, i, most stable first.